[1]
DFT (ωB97M-V/def2-TZVPD) results for a 2-piece molecular cluster, C3H7O3 overall at a distorted geometry.

```
! RIJCOSX wB97M-V def2-TZVPD def2/J DEFGRID3
* xyz -1 1
C -0.57975 0.22272 -1.50260
O -0.49232 0.99016 -2.73147
H 0.30982 1.29782 -2.93672
H -0.59388 1.00309 -0.63855
H 0.39595 -0.26785 -1.36743
H -1.62744 -0.28669 -1.50499
C 0.91058 -0.78931 1.62660
C -0.34011 0.09464 1.52281
O -1.28147 -0.21877 0.75041
O -0.25735 1.12286 2.10419
H 0.89477 -1.40178 0.76596
H 0.76402 -1.48611 2.49734
H 1.89717 -0.28077 1.41446
*
```

Its HOMO-LUMO gap is 7.66 eV. Its calculated total energy is -344.21171 a.u. The energy above the lowest of the compared OMol25 structures with the same formula, charge and spin comes out at 2.681 eV.

[2]
DFT (ωB97M-V/def2-TZVPD) results for a 2-piece molecular cluster, C3H7O3 overall at a distorted geometry.

```
! RIJCOSX wB97M-V def2-TZVPD def2/J DEFGRID3
* xyz -1 1
C 2.26386 0.95190 -0.84102
C 0.94971 0.16295 -0.92981
O -0.16506 0.72747 -1.17764
O 1.00352 -1.05607 -0.70418
H 2.42460 1.33682 0.20627
H 2.28140 1.80180 -1.53639
H 3.26781 0.41434 -1.00879
C -1.68836 -0.30939 2.17210
O -2.13757 -0.63271 0.87675
H -1.63516 -0.05831 0.27739
H -0.72829 0.05354 2.25190
H -2.34476 0.49709 2.66274
H -1.74887 -1.28918 2.57970
*
```

Its HOMO-LUMO gap is 7.92 eV. Its calculated total energy is -344.25800 a.u. The energy above the lowest of the compared OMol25 structures with the same formula, charge and spin comes out at 1.421 eV.

[3]
DFT (ωB97M-V/def2-TZVPD) results for a 2-piece molecular cluster, C3H7O3 overall at a distorted geometry.

```
! RIJCOSX wB97M-V def2-TZVPD def2/J DEFGRID3
* xyz -1 1
O -0.47005 0.94623 -1.92379
C -0.02881 0.40182 -0.87661
O 1.17539 0.34978 -0.40923
C -1.16876 0.08803 0.13320
C -1.49109 -1.47470 0.49184
H -2.06247 0.70700 -0.08036
H -0.74517 0.48553 1.08985
H -0.69766 -2.08992 0.93575
H -1.73524 -1.98369 -0.52942
H -2.48635 -1.43568 1.13541
H 1.36070 0.10910 0.97709
H 2.52187 0.50092 1.65178
O 1.79170 -0.09404 1.87418
*
```

Its HOMO-LUMO gap is 8.78 eV. Its calculated total energy is -344.27185 a.u. The energy above the lowest of the compared OMol25 structures with the same formula, charge and spin comes out at 1.044 eV.

[4]
DFT (ωB97M-V/def2-TZVPD) results for a 2-piece molecular cluster, C3H7O3 overall.

```
! RIJCOSX wB97M-V def2-TZVPD def2/J DEFGRID3
* xyz 0 2
O 6.00416 -2.25767 3.68560
C 5.00636 -2.43639 4.29986
O 4.33241 -3.63169 4.34465
H 4.53625 -1.69443 4.95611
H 3.78341 -3.78303 3.56474
C -3.02281 1.64838 -1.83874
O -4.23724 1.05159 -1.67013
C -2.80840 1.81652 -3.37645
H -2.19593 1.08452 -1.41398
H -3.08688 2.66716 -1.41903
H -3.04420 0.87345 -3.87074
H -1.77031 2.08285 -3.54516
H -3.49682 2.57874 -3.71675
*
```

Its HOMO-LUMO gap (alpha / beta) is 11.48 / 8.77 eV. Its calculated total energy is -344.12474 a.u. The energy above the lowest of the compared OMol25 structures with the same formula, charge and spin comes out at 1.283 eV.

[5]
DFT (ωB97M-V/def2-TZVPD) results for a 2-piece molecular cluster, C3H7O3P overall at a distorted geometry.

```
! RIJCOSX wB97M-V def2-TZVPD def2/J DEFGRID3
* xyz 0 1
C -1.09077 1.75239 -0.43654
C 1.45114 -1.47492 1.15121
C 2.32388 -0.60094 0.69448
O -2.18310 -1.09768 -1.18829
O -0.91718 1.08417 -1.65826
O -1.18457 0.64638 0.42144
P -0.78051 -0.40901 -0.85317
H -0.22975 2.38507 -0.19185
H -2.00159 2.36655 -0.42583
H -2.94427 -0.50392 -1.21529
H 1.60957 -2.53631 1.06482
H 0.53746 -1.16786 1.63531
H 3.24086 -0.90545 0.21731
H 2.16885 0.46150 0.78465
*
```

Its HOMO-LUMO gap is 10.31 eV. Its calculated total energy is -685.57564 a.u. The energy above the lowest of the compared OMol25 structures with the same formula, charge and spin comes out at 1.309 eV.

[6]
DFT (ωB97M-V/def2-TZVPD) results for a 2-piece molecular cluster, C3H7O3PS overall at a distorted geometry.

```
! RIJCOSX wB97M-V def2-TZVPD def2/J DEFGRID3
* xyz -2 3
C 0.82021 1.26096 -0.60640
C 0.43156 -1.15666 -1.07237
C 0.13996 -0.01776 -0.18985
O 0.90427 0.70958 2.36375
O -1.53588 0.62945 1.72406
O -0.09754 -1.50636 2.11513
P -0.06328 -0.11907 1.59279
S -2.67093 0.23050 -1.24469
H 0.49873 2.07381 0.18866
H 1.83953 1.00113 -0.78727
H 0.38532 1.48475 -1.68245
H -0.11282 -2.14234 -0.68734
H 1.46454 -1.47297 -0.90475
H 0.06345 -0.95729 -2.08910
H -2.06713 -0.01771 1.27984
*
```

Its HOMO-LUMO gap (alpha / beta) is 5.86 / 6.12 eV. Its calculated total energy is -1083.73933 a.u. The energy above the lowest of the compared OMol25 structures with the same formula, charge and spin comes out at 0.446 eV.

[7]
DFT (ωB97M-V/def2-TZVPD) results for C3H7O3Pt as an isolated structure at a distorted geometry.

```
! RIJCOSX wB97M-V def2-TZVPD def2/J DEFGRID3
* xyz 0 4
O 2.98610 0.38215 -1.71742
Pt 1.33126 -0.06927 -1.30490
O 0.77174 -1.39077 -0.09508
C -0.62716 -1.46568 -0.31318
C -1.13939 -0.03750 -0.10570
O -0.20047 0.99720 -0.39115
C 0.61537 1.39856 0.72763
H -1.08676 -2.08946 0.47492
H -1.07948 -1.91056 -1.21770
H -1.22911 -0.02911 0.99712
H -2.14194 0.17467 -0.50172
H 0.90934 2.44865 0.58002
H -0.05014 1.47774 1.60220
H 0.94064 0.11341 1.26496
*
```

Its HOMO-LUMO gap (alpha / beta) is 8.17 / 7.68 eV. Its calculated total energy is -463.19668 a.u. The energy above the lowest of the compared OMol25 structures with the same formula, charge and spin comes out at 2.417 eV.

[8]
DFT (ωB97M-V/def2-TZVPD) results for a 2-piece molecular cluster, C3H7O3S3 overall at a distorted geometry.

```
! RIJCOSX wB97M-V def2-TZVPD def2/J DEFGRID3
* xyz -1 1
C 2.05999 -1.49205 0.56117
C 0.85958 -0.55094 0.95397
C -0.15920 -0.75152 -0.09643
O -0.84565 1.74701 0.22039
O -1.96305 0.14693 1.59859
O -2.43870 0.25892 -0.81606
S -0.29308 -1.98266 -1.15620
S -1.56639 2.56313 -2.52047
S -1.47632 0.40941 0.28588
H 1.82928 -2.47863 0.54819
H 2.99820 -1.34682 1.23908
H 2.52572 -1.17004 -0.39964
H 0.21271 -0.99628 1.86116
H 1.15116 0.45011 1.09668
H -1.08344 3.56296 -1.77441
H -1.81080 1.63047 -1.60191
*
```

Its HOMO-LUMO gap is 7.93 eV. Its calculated total energy is -1538.81028 a.u. The energy above the lowest of the compared OMol25 structures with the same formula, charge and spin comes out at 1.180 eV.

[9]
DFT (ωB97M-V/def2-TZVPD) results for a 2-piece molecular cluster, C3H7O4 overall.

```
! RIJCOSX wB97M-V def2-TZVPD def2/J DEFGRID3
* xyz -1 1
O -1.13468 0.38874 0.90429
C -0.06673 1.01593 0.67535
O 0.18376 2.22593 0.81000
C 1.10806 0.15167 0.08754
C 0.82920 -0.10478 -1.37602
O 1.86713 -0.87229 -2.04354
H 1.15847 -0.83468 0.58618
H 2.04436 0.69116 0.21760
H -0.04687 -0.72692 -1.53878
H 0.69496 0.85027 -1.88714
H 2.68726 -0.36139 -2.05810
H -3.16750 -1.82890 0.56148
H -1.79408 -1.28073 0.78324
O -2.38570 -2.00734 1.09505
*
```

Its HOMO-LUMO gap is 8.17 eV. Its calculated total energy is -419.54230 a.u. The energy above the lowest of the compared OMol25 structures with the same formula, charge and spin comes out at 0.131 eV.

[10]
DFT (ωB97M-V/def2-TZVPD) results for C3H7O4PS as an isolated structure at a distorted geometry.

```
! RIJCOSX wB97M-V def2-TZVPD def2/J DEFGRID3
* xyz 0 1
C 0.66917 1.64025 -0.28490
C -0.75892 1.10613 -0.04412
C -1.21917 -1.83625 -0.43671
O -1.11007 -0.55220 2.15380
O 1.78628 -0.71666 -0.86421
O 2.49517 -0.94428 1.51966
O 1.58530 1.20425 0.62506
P -0.56683 -0.50765 0.78290
S 1.57468 -0.44064 0.52379
H 1.06312 1.36768 -1.31799
H 0.78040 2.72596 -0.44494
H -1.19321 1.76672 0.73542
H -1.24565 1.14426 -1.01976
H -1.83477 -2.52833 0.10399
H -1.72220 -1.24610 -1.16394
H -0.30330 -2.18315 -0.86804
*
```

Its HOMO-LUMO gap is 11.26 eV. Its calculated total energy is -1158.99062 a.u. The energy above the lowest of the compared OMol25 structures with the same formula, charge and spin comes out at 0.348 eV.

[11]
DFT (ωB97M-V/def2-TZVPD) results for one molecule with the formula C3H7OP at a distorted geometry.

```
! RIJCOSX wB97M-V def2-TZVPD def2/J DEFGRID3
* xyz 0 1
C 1.46692 -0.82097 0.79060
C 0.59522 -0.56616 -0.41434
C -0.73326 0.45282 0.08536
O -1.00968 0.76431 1.20300
P -2.04139 0.96073 -1.24531
H 2.24625 -0.06737 1.00456
H 2.05455 -1.72862 0.68996
H 0.90217 -1.03086 1.68883
H -0.02005 -1.44451 -0.57637
H 1.07431 -0.22666 -1.36396
H -2.99173 1.50220 -0.31596
H -1.54332 2.20508 -1.54637
*
```

Its HOMO-LUMO gap is 9.74 eV. Its calculated total energy is -535.03857 a.u. The energy above the lowest of the compared OMol25 structures with the same formula, charge and spin comes out at 1.079 eV.

[12]
DFT (ωB97M-V/def2-TZVPD) results for an isolated ion of composition C3H7OS and charge -1 at a distorted geometry.

```
! RIJCOSX wB97M-V def2-TZVPD def2/J DEFGRID3
* xyz -1 1
O -1.00149 1.74386 -0.92944
C 0.29153 1.42325 -0.71212
C 0.52471 0.38234 0.36795
C -0.30189 -0.86947 0.03295
S -0.40815 -1.98728 1.47442
H 0.89269 2.35623 -0.55401
H 0.77861 0.94724 -1.62832
H 1.56300 0.05559 0.52348
H 0.18815 0.70860 1.36505
H 0.12184 -1.39100 -0.82330
H -1.28622 -0.48803 -0.23445
H -1.36279 -2.88134 1.11779
*
```

Its HOMO-LUMO gap is 5.62 eV. Its calculated total energy is -591.91137 a.u. The energy above the lowest of the compared OMol25 structures with the same formula, charge and spin comes out at 1.549 eV.

[13]
DFT (ωB97M-V/def2-TZVPD) results for a 2-piece molecular cluster, C3H7OS overall at a distorted geometry.

```
! RIJCOSX wB97M-V def2-TZVPD def2/J DEFGRID3
* xyz -1 1
C -1.23635 2.15218 -0.21018
S -1.74278 0.63035 0.87103
H -1.96963 2.58374 -0.98047
H -0.78068 3.01835 0.21244
H -0.40158 1.59427 -0.69965
O 2.01906 -1.35561 -1.72703
C 1.50608 -0.89413 -0.67423
C 1.39761 -1.52267 0.72507
H 0.99754 0.12301 -0.69681
H 0.36526 -1.90650 0.74733
H 1.40831 -0.77123 1.47207
H 2.10869 -2.29465 0.78094
*
```

Its HOMO-LUMO gap is 6.31 eV. Its calculated total energy is -591.91619 a.u. The energy above the lowest of the compared OMol25 structures with the same formula, charge and spin comes out at 1.417 eV.

[14]
DFT (ωB97M-V/def2-TZVPD) results for a 2-piece molecular cluster, C3H7OS overall at a distorted geometry.

```
! RIJCOSX wB97M-V def2-TZVPD def2/J DEFGRID3
* xyz -1 1
C -1.92712 -1.51627 -0.09949
S -0.18081 -1.91740 -0.65733
H -2.66360 -2.29000 -0.30146
H -1.85522 -1.22110 0.94839
H -2.17542 -0.57805 -0.59992
O 0.14824 1.55219 1.43644
C 0.79807 0.75516 0.78463
C 1.64706 1.27158 -0.37989
H 0.80463 -0.32027 0.97774
H 2.12893 0.43036 -0.88314
H 2.29124 2.10646 -0.10120
H 0.98400 1.72734 -1.12478
*
```

Its HOMO-LUMO gap is 6.51 eV. Its calculated total energy is -591.93526 a.u. The energy above the lowest of the compared OMol25 structures with the same formula, charge and spin comes out at 0.899 eV.

[15]
DFT (ωB97M-V/def2-TZVPD) results for a 2-piece molecular cluster, C3H7OS overall at a distorted geometry.

```
! RIJCOSX wB97M-V def2-TZVPD def2/J DEFGRID3
* xyz -1 1
O -2.53704 -2.13262 -0.76349
C -1.37349 -2.07865 -1.15346
H -0.53152 -2.83959 -0.87755
H -0.95768 -1.26669 -1.80898
C 0.21544 1.71450 0.22147
C 1.03707 0.60474 0.97918
S 1.28323 -1.04200 0.13661
H -0.69119 1.22249 -0.06069
H 0.67860 1.96086 -0.71814
H 0.05459 2.45683 0.99548
H 0.76071 0.37651 1.98065
H 2.06126 1.02360 1.06892
*
```

Its HOMO-LUMO gap is 6.71 eV. Its calculated total energy is -591.91728 a.u. The energy above the lowest of the compared OMol25 structures with the same formula, charge and spin comes out at 1.388 eV.

[16]
DFT (ωB97M-V/def2-TZVPD) results for a 2-piece molecular cluster, C3H7OS overall at a distorted geometry.

```
! RIJCOSX wB97M-V def2-TZVPD def2/J DEFGRID3
* xyz -1 1
O -2.31009 1.03885 2.47281
C -1.41892 1.16477 1.58577
H -1.45879 0.42385 0.79293
H -0.75592 2.05852 1.61512
C 0.25492 -0.25484 -1.41366
C 1.20004 -0.93841 -0.38889
S 0.82404 -0.61765 1.42849
H 0.12044 0.75750 -1.06498
H 0.84258 -0.27699 -2.29826
H -0.67594 -0.84597 -1.64231
H 1.12256 -2.00757 -0.51041
H 2.25508 -0.50204 -0.57662
*
```

Its HOMO-LUMO gap is 6.75 eV. Its calculated total energy is -591.91186 a.u. The energy above the lowest of the compared OMol25 structures with the same formula, charge and spin comes out at 1.535 eV.

[17]
DFT (ωB97M-V/def2-TZVPD) results for an isolated ion of composition C3H7OS2 and charge -1 at a distorted geometry.

```
! RIJCOSX wB97M-V def2-TZVPD def2/J DEFGRID3
* xyz -1 1
O 1.77653 -0.93359 -0.29844
C 1.72263 -0.29088 0.85426
C 0.45007 0.85945 0.65509
C -0.54644 -0.05564 0.02766
S -1.93585 0.70543 -0.88302
S -2.97558 -0.72453 -1.88837
H 1.37781 -0.89877 1.70555
H 2.52408 0.30011 1.25019
H 0.23007 1.32538 1.61748
H 0.82718 1.67635 -0.00097
H -0.20392 -0.51862 -0.88424
H -0.89592 -0.68820 0.84817
H -2.35066 -0.75648 -3.00337
*
```

Its HOMO-LUMO gap is 5.79 eV. Its calculated total energy is -990.07828 a.u. The energy above the lowest of the compared OMol25 structures with the same formula, charge and spin comes out at 1.407 eV.

[18]
DFT (ωB97M-V/def2-TZVPD) results for a 2-piece molecular cluster, C3H7PS overall at a distorted geometry.

```
! RIJCOSX wB97M-V def2-TZVPD def2/J DEFGRID3
* xyz 0 1
C -2.89698 -0.78610 1.26710
C 2.11481 -0.45857 -0.10499
C 0.12248 0.97187 -0.89504
P -3.03155 0.40458 0.03822
S 1.12405 1.04539 0.46779
H -3.75763 -0.94214 1.89915
H -2.06092 -1.34475 1.65332
H 1.32330 -1.13241 -0.27738
H 2.86752 -0.69950 0.67376
H 2.56058 -0.26090 -1.09003
H -0.59793 1.77531 -1.12172
H 0.53054 0.34086 -1.63816
*
```

Its HOMO-LUMO gap (alpha / beta) is 8.14 / 6.72 eV. Its calculated total energy is -857.87946 a.u. The energy above the lowest of the compared OMol25 structures with the same formula, charge and spin comes out at 3.880 eV.

[19]
DFT (ωB97M-V/def2-TZVPD) results for a 2-piece molecular cluster, C3H7S overall at a distorted geometry.

```
! RIJCOSX wB97M-V def2-TZVPD def2/J DEFGRID3
* xyz -1 1
S 1.23729 -1.66717 1.99653
H 1.47367 -0.51690 1.35816
C -1.67457 1.06173 -2.39848
C -0.52277 1.31600 -1.47655
C -0.37705 1.03431 -0.18755
H -2.58901 0.68307 -1.99731
H -1.40156 0.31802 -3.14984
H -1.88414 1.95619 -2.98880
H 0.13445 2.07849 -1.89424
H 0.55529 1.28421 0.30430
H -0.83920 0.22509 0.37656
*
```

Its HOMO-LUMO gap is 5.99 eV. Its calculated total energy is -516.67793 a.u. The energy above the lowest of the compared OMol25 structures with the same formula, charge and spin comes out at 0.938 eV.

[20]
DFT (ωB97M-V/def2-TZVPD) results for an isolated ion of composition C3H7S and charge -1 at a distorted geometry.

```
! RIJCOSX wB97M-V def2-TZVPD def2/J DEFGRID3
* xyz -1 1
C 0.22799 0.67631 -1.19089
C 0.00719 -0.61204 -0.21454
C -0.17152 -0.41811 1.33544
S -0.23381 1.39265 1.67609
H 0.40373 0.48965 -2.18046
H -0.77241 1.25903 -1.09080
H 1.01257 1.39489 -0.72865
H 0.94751 -1.15031 -0.41235
H -0.88644 -1.12677 -0.72114
H -1.11698 -1.00311 1.68225
H 0.58217 -0.90219 1.84505
*
```

Its HOMO-LUMO gap is 6.47 eV. Its calculated total energy is -516.67079 a.u. The energy above the lowest of the compared OMol25 structures with the same formula, charge and spin comes out at 1.132 eV.